[1]
{
  "formula": "C30H18Cl5LiN2O4Se2Te",
  "method": "wB97M-V/def2-TZVPD",
  "e_above_lowest_kj_mol": 1056.9,
  "e_tot_ha": -8943.61997,
  "charge": -2,
  "molar_mass_g_mol": 940.21,
  "lumo_energy_ev": 3.8664,
  "largest_force_ha_per_bohr": 0.0144,
  "orbital_gap_ev": 5.72,
  "multiplicity": 1,
  "species": ["H", "H", "H", "C", "O", "Cl", "C", "N", "Te", "H", "C", "N", "C", "H", "C", "H", "Se", "H", "C", "H", "H", "C", "H", "Cl", "C", "O", "H", "C", "H", "C", "C", "O", "O", "C", "C", "C", "C", "Cl", "H", "C", "C", "C", "H", "C", "Cl", "C", "C", "Se", "C", "C", "H", "C", "C", "Cl", "C", "H", "C", "C", "Li", "C", "H", "H", "C"],
  "xyz": [[-2.071, -2.093, -5.153], [-3.735, -0.209, 3.769], [4.019, -3.095, 2.170], [-4.340, 3.064, 3.179], [-2.665, -0.931, -3.559], [7.185, -0.463, -0.045], [4.717, 0.373, -0.621], [1.071, 0.102, -0.017], [0.028, 3.238, 2.677], [3.557, -3.420, -0.235], [-2.525, 0.628, -5.178], [-1.430, -2.794, 2.558], [-0.551, -3.591, 0.045], [-2.840, 4.522, 2.711], [-2.254, 1.248, 3.270], [-1.357, 1.029, -2.010], [1.261, -1.710, 4.517], [-0.188, -3.883, -0.932], [-1.644, -2.748, 0.170], [-2.872, -1.702, 1.586], [-3.831, -2.133, -4.746], [-2.942, -1.510, -4.819], [0.991, -4.625, 1.140], [2.985, 2.442, -0.056], [0.103, -4.012, 1.189], [-0.233, 3.221, -1.594], [-5.150, 3.785, 3.137], [-4.607, 1.735, 3.478], [2.689, -1.823, -1.770], [5.611, 0.165, 0.348], [-0.556, 3.565, -2.769], [-3.177, -0.454, -5.743], [-0.339, 4.648, -3.316], [2.752, -1.566, -0.722], [4.620, 0.315, 2.771], [-2.211, 0.343, -3.864], [-0.366, -3.582, 2.428], [5.112, 0.147, -2.298], [3.832, -1.203, 4.680], [3.302, -2.440, 0.164], [-1.277, 2.496, -3.598], [-2.239, 1.846, -5.742], [-1.333, 3.757, -5.291], [-1.602, 2.778, -4.919], [3.332, -0.894, 2.421], [-1.967, 2.584, 2.977], [3.320, 0.776, -0.358], [0.596, -4.057, 4.022], [-0.024, 0.247, 0.369], [-3.553, 0.831, 3.525], [-5.622, 1.409, 3.675], [-2.038, -2.381, 1.446], [-1.592, 1.250, -3.042], [6.623, 1.845, 2.148], [5.434, 0.578, 1.756], [-1.447, 0.529, 3.311], [2.395, -0.187, -0.357], [-3.037, 3.482, 2.938], [0.121, 2.663, 0.025], [2.966, -1.507, 4.117], [-2.494, 2.066, -6.770], [-2.159, -2.354, -0.696], [3.647, -2.337, 1.503]],
  "atomic_forces_ev_per_a": [[0.004, 0.009, -0.001], [-0.017, -0.049, -0.012], [0.046, -0.041, -0.092], [-0.005, 0.017, 0.002], [-0.020, -0.012, 0.041], [0.011, -0.004, 0.019], [-0.017, 0.027, -0.030], [-0.033, 0.035, 0.022], [0.020, 0.026, 0.055], [0.000, 0.000, 0.003], [0.012, 0.008, -0.006], [-0.008, 0.019, -0.008], [-0.005, 0.030, -0.014], [0.000, -0.008, -0.002], [-0.005, 0.025, 0.030], [0.013, 0.006, -0.004], [-0.208, -0.012, 0.093], [0.012, -0.009, -0.018], [0.031, -0.028, -0.037], [-0.009, 0.016, 0.015], [0.004, -0.004, -0.003], [0.010, -0.011, 0.003], [0.044, -0.018, -0.016], [0.039, -0.029, 0.053], [0.047, 0.019, -0.017], [-0.054, -0.147, -0.069], [0.003, -0.006, -0.002], [-0.016, -0.029, 0.014], [-0.167, -0.071, 0.026], [-0.017, -0.016, -0.044], [0.094, 0.038, -0.054], [-0.019, -0.001, 0.005], [-0.024, -0.005, 0.017], [-0.004, -0.040, 0.059], [0.311, 0.395, 0.358], [0.008, -0.006, -0.005], [0.012, 0.052, -0.004], [-0.002, -0.011, 0.017], [-0.054, -0.024, 0.110], [-0.028, -0.061, -0.060], [-0.008, 0.002, 0.007], [-0.003, -0.005, 0.000], [0.000, 0.002, 0.003], [0.004, -0.003, -0.008], [-0.410, -0.584, -0.204], [0.025, 0.003, 0.027], [0.038, -0.033, 0.115], [0.043, 0.045, 0.017], [0.176, -0.059, -0.241], [0.008, 0.017, -0.021], [0.003, -0.002, -0.001], [-0.020, 0.021, 0.083], [-0.005, -0.004, 0.013], [-0.012, -0.013, 0.018], [-0.026, -0.032, -0.204], [0.047, -0.042, -0.018], [-0.067, 0.081, -0.081], [-0.007, 0.012, -0.044], [-0.090, 0.236, 0.145], [0.184, 0.074, -0.228], [0.001, 0.000, 0.000], [-0.010, 0.009, -0.010], [0.118, 0.196, 0.185]]
}

***

[2]
{
  "formula": "C30H18ErN6S3",
  "method": "wB97M-V/def2-TZVPD",
  "e_tot_ha": -3692.10830,
  "charge": 1,
  "molar_mass_g_mol": 725.98,
  "lumo_energy_ev": [-4.1128, -4.1059],
  "largest_force_ha_per_bohr": 0.0533,
  "orbital_gap_ev": [6.21, 6.22],
  "multiplicity": 4,
  "species": ["N", "C", "H", "C", "C", "C", "S", "N", "C", "H", "C", "C", "H", "Er", "H", "C", "H", "C", "C", "H", "C", "C", "C", "C", "C", "N", "H", "C", "C", "H", "H", "H", "H", "C", "H", "C", "C", "C", "C", "H", "C", "H", "N", "N", "H", "C", "C", "C", "C", "H", "S", "C", "S", "H", "H", "N", "C", "C"],
  "xyz": [[19.557, 6.952, 5.284], [11.894, 9.178, 7.439], [13.035, 10.461, 11.770], [10.977, 13.021, 5.834], [10.721, 8.521, 7.826], [17.277, 7.848, 5.004], [20.933, 7.476, 5.847], [15.222, 9.044, 5.037], [13.035, 13.552, 4.920], [17.235, 5.797, 4.391], [10.202, 7.995, 5.529], [16.647, 6.699, 4.570], [14.749, 12.192, 10.800], [13.985, 10.946, 5.625], [11.350, 9.051, 4.062], [9.867, 12.192, 6.122], [11.868, 8.948, 10.260], [11.242, 8.870, 5.125], [15.231, 6.702, 4.525], [18.622, 13.713, 6.804], [12.658, 9.888, 8.460], [18.208, 12.765, 6.527], [14.145, 11.454, 10.194], [16.544, 9.039, 5.326], [19.092, 11.682, 6.376], [16.315, 11.373, 5.993], [13.512, 7.964, 4.418], [14.565, 7.886, 4.676], [10.892, 14.426, 5.861], [9.586, 16.072, 6.145], [14.658, 5.748, 4.436], [9.999, 11.105, 6.124], [10.511, 8.382, 8.873], [12.495, 9.704, 9.845], [9.088, 7.198, 7.295], [19.306, 9.217, 5.825], [8.575, 12.819, 6.168], [13.269, 10.501, 10.711], [9.643, 14.990, 6.104], [14.701, 12.375, 8.365], [8.485, 14.195, 6.225], [9.559, 7.505, 4.779], [13.575, 10.746, 7.961], [12.260, 12.536, 5.415], [20.179, 11.827, 6.376], [9.913, 7.872, 6.866], [14.213, 11.549, 8.830], [18.677, 7.979, 5.349], [18.576, 10.451, 6.047], [7.701, 12.162, 6.083], [14.517, 13.333, 4.145], [17.182, 10.332, 5.779], [12.496, 15.132, 5.421], [7.534, 14.730, 6.348], [16.073, 13.370, 6.471], [20.590, 9.031, 6.141], [16.851, 12.613, 6.310], [12.131, 9.425, 6.086]],
  "atomic_forces_ev_per_a": [[-1.711, 0.976, 0.138], [-1.981, -0.048, -0.095], [0.443, -0.192, -0.030], [0.744, -0.828, 0.243], [0.181, -1.093, -0.807], [0.427, 2.156, 1.134], [1.044, 0.662, 0.130], [-0.289, -0.936, -0.016], [-1.438, -0.915, 2.148], [-0.204, 0.257, 0.021], [-0.069, 0.763, -1.158], [-1.303, -0.285, 0.563], [-0.999, -1.111, -0.562], [-1.754, 0.750, 0.019], [0.152, 0.090, -0.077], [-0.509, 1.212, -0.937], [-0.481, -0.160, 0.020], [-0.096, -0.839, 1.610], [1.057, -1.629, -0.056], [-0.038, 0.437, -0.002], [0.698, -0.671, -0.046], [0.569, -0.483, -0.182], [0.450, 0.893, 0.710], [-0.482, -0.936, -1.348], [-0.132, 0.966, -0.330], [2.238, 0.473, -0.099], [0.182, 0.106, 0.517], [0.919, 1.663, 0.031], [-0.082, -0.661, -0.014], [-0.283, -0.073, 0.022], [0.617, 1.022, -0.392], [-0.172, 0.460, -0.096], [-0.332, 0.027, 0.114], [1.673, 1.346, 0.012], [1.181, 1.197, -1.089], [0.336, -1.719, 0.032], [1.516, -1.511, 0.088], [-0.997, -0.251, -0.317], [0.206, 0.408, 0.022], [0.862, 0.395, -0.137], [0.484, 1.114, -0.097], [0.410, 0.248, 0.398], [-0.197, 0.676, 1.033], [0.267, 1.508, -1.188], [-0.482, -0.083, 0.461], [-0.601, -0.868, 2.379], [-0.187, -0.242, -0.403], [1.778, -0.165, -0.148], [-1.560, -1.200, -1.183], [0.258, 0.436, 0.482], [0.226, -0.622, -0.191], [-0.889, 0.478, 0.873], [-1.576, -0.277, -0.288], [0.360, -0.468, -0.163], [0.759, -0.007, -0.222], [-0.590, -0.233, -0.199], [-1.070, -2.341, 0.413], [0.468, 0.126, -1.742]]
}

***

Question: Among the records above, which one has the lowest charge?
Answer: C30H18Cl5LiN2O4Se2Te

***

Question: The lowest multiplicity belongs to which entry?
Answer: C30H18Cl5LiN2O4Se2Te

***

Question: Look up the multiplicity of the second one.
Answer: 4

***

Question: Which value of multiplicity does entry 1 give?
Answer: 1